Version P
Below is C3H2N4 in the gas phase, with properties calculated with the ωB97M-V functional and the def2-TZVPD basis.

Last columns: bonded neighbours and bond lengths (Å).
Cartesian coordinates (Å):
1 C -0.23 1.70 -0.40  C2 1.403, N6 1.117
2 C -0.17 0.34 -0.07  C1 1.403, C3 1.305, N9 1.420
3 C 0.09 -0.67 -0.86  C2 1.305, H4 1.221, N7 1.340
4 H -0.35 -0.63 -1.99  C3 1.221
5 H 0.02 0.12 2.03  N9 0.969
6 N -0.30 2.80 -0.60  C1 1.117
7 N 0.45 -1.83 -0.29  C3 1.340, N8 1.346
8 N 0.51 -1.50 1.01  N7 1.346, N9 1.305
9 N -0.03 -0.32 1.17  C2 1.420, H5 0.969, N8 1.305

Summary:
- HOMO-LUMO gap (eV) = 10.6
- lowest unoccupied orbital energy (eV) = 0.0

Results of the natural (NBO) charge analysis, in e, for atoms 1 through 4: C 0.245; C -0.092; C -0.020; H 0.225


Version Q
Below is 2 unconnected molecules or ions with the total composition C3H2N4, with properties calculated with the ωB97M-V functional and the def2-TZVPD basis.

Last columns: bonded neighbours and bond lengths (Å).
Cartesian coordinates (Å):
1 N 3.18 -0.10 0.10  C2 1.172
2 C 2.02 0.03 -0.02  N1 1.172, C3 1.396
3 C 0.68 0.23 -0.36  C2 1.396, C4 1.417
4 C -0.45 -0.62 -0.33  C3 1.417, N5 1.276, H8 1.105
5 N -1.63 -0.44 0.11  C4 1.276, H9 1.019
6 N -1.20 1.85 0.91  N7 1.113
7 N -0.11 1.69 0.74  N6 1.113
8 H -0.16 -1.51 -0.93  C4 1.105
9 H -2.32 -1.13 -0.21  N5 1.019

Summary:
- HOMO-LUMO gap (alpha / beta) (eV) = 7.5 / 7.5
- lowest unoccupied orbital energy (alpha / beta) (eV) = -1.9 / -1.9

Results of the natural (NBO) charge analysis, in e, for atoms 1 through 4: N -0.235; C 0.143; C -0.016; C 0.008


If we sort the structures by their calculated energies, the order from most to least stable is version P, version Q.


Version P
Below is 2 unconnected molecules or ions with the total composition C3H6N3P, with properties calculated with the ωB97M-V functional and the def2-TZVPD basis.

Last columns: bonded neighbours and bond lengths (Å).
Cartesian coordinates (Å):
1 C -2.10 0.56 0.19  C2 1.378, C3 1.382, H8 1.021
2 C -1.73 -0.75 0.03  C1 1.378, N4 1.332, H9 1.096
3 C -0.96 1.33 0.09  C1 1.382, N5 1.300, H10 1.004
4 N -0.42 -0.74 -0.21  C2 1.332, N5 1.375, H11 0.964
5 N 0.06 0.55 -0.14  C3 1.300, N4 1.375
6 N 2.67 -0.88 0.35  P7 1.565, H12 1.006
7 P 2.59 0.56 -0.26  N6 1.565, H13 1.446
8 H -3.04 0.98 0.20  C1 1.021
9 H -2.16 -1.76 -0.04  C2 1.096
10 H -0.75 2.30 0.23  C3 1.004
11 H 0.18 -1.48 -0.31  N4 0.964
12 H 2.13 -0.93 1.20  N6 1.006
13 H 3.54 0.26 -1.31  P7 1.446

Summary:
- HOMO-LUMO gap (eV) = 8.9
- lowest unoccupied orbital energy (eV) = 0.5

Results of the natural (NBO) charge analysis, in e, for atoms 1 through 4: C -0.345; C -0.023; C -0.022; N -0.334


Version Q
Below is 2 unconnected molecules or ions with the total composition C3H6N3P, with properties calculated with the ωB97M-V functional and the def2-TZVPD basis.

Last columns: bonded neighbours and bond lengths (Å).
Cartesian coordinates (Å):
1 C -1.48 -1.20 -0.25  C2 1.400, C3 1.413, H8 1.119
2 C -2.17 -1.87 0.76  C1 1.400, N4 1.327, H9 1.055
3 C -0.29 -0.86 0.44  C1 1.413, N5 1.330
4 N -1.44 -2.13 1.83  C2 1.327, N5 1.353
5 N -0.33 -1.36 1.67  C3 1.330, N4 1.353, H10 0.969
6 N 1.67 2.41 -0.13  P7 1.737, H11 1.005, H12 1.007
7 P 1.91 0.72 -0.42  N6 1.737, H13 1.413
8 H -2.04 -0.68 -1.07  C1 1.119
9 H -3.07 -2.40 0.59  C2 1.055
10 H 0.37 -1.45 2.33  N5 0.969
11 H 0.96 3.03 -0.47  N6 1.005
12 H 2.39 3.04 0.21  N6 1.007
13 H 2.74 0.62 0.72  P7 1.413

Summary:
- HOMO-LUMO gap (alpha / beta) (eV) = 7.9 / 7.4
- lowest unoccupied orbital energy (alpha / beta) (eV) = -0.7 / -0.7

Results of the natural (NBO) charge analysis, in e, for atoms 1 through 4: C -0.459; C -0.053; C 0.107; N -0.293


Version R
Below is C3H6N3P in the gas phase, with properties calculated with the ωB97M-V functional and the def2-TZVPD basis.

Last columns: bonded neighbours and bond lengths (Å).
Cartesian coordinates (Å):
1 C 1.83 -0.07 0.30  C2 1.389, C3 1.471, H8 1.061
2 C 1.21 -1.31 0.31  C1 1.389, P7 1.869, H9 1.055
3 C 1.00 1.07 -0.10  C1 1.471, N4 1.256, H10 1.190
4 N -0.23 1.16 -0.35  C3 1.256, N5 1.502
5 N -0.98 -0.03 0.19  N4 1.502, N6 1.470, P7 1.655
6 N -2.38 0.40 0.32  N5 1.470, H11 1.064, H12 1.078
7 P -0.56 -1.57 -0.24  C2 1.869, N5 1.655, H13 1.385
8 H 2.88 0.07 0.45  C1 1.061
9 H 1.55 -2.21 0.74  C2 1.055
10 H 1.58 2.06 -0.40  C3 1.190
11 H -2.85 0.75 -0.57  N6 1.064
12 H -2.45 1.27 0.95  N6 1.078
13 H -0.62 -1.61 -1.62  P7 1.385

Summary:
- HOMO-LUMO gap (eV) = 8.6
- lowest unoccupied orbital energy (eV) = -0.1

Results of the natural (NBO) charge analysis, in e, for atoms 1 through 4: C -0.255; C -0.417; C 0.037; N -0.253


Version S
Below is C3H6N3P in the gas phase, with properties calculated with the ωB97M-V functional and the def2-TZVPD basis.

Last columns: bonded neighbours and bond lengths (Å).
Cartesian coordinates (Å):
1 C -1.17 1.09 -0.99  C2 1.328, C3 1.535, H8 1.018
2 C -0.11 1.53 -0.33  C1 1.328, P7 1.823, H9 1.121
3 C -1.57 -0.39 -0.91  C1 1.535, N4 1.224, H10 1.123
4 N -1.09 -1.29 -0.23  C3 1.224
5 N 0.53 -0.49 1.59  N6 1.336, P7 1.649
6 N 1.28 -1.59 1.44  N5 1.336, H11 1.075, H12 1.026
7 P 1.04 0.94 0.96  C2 1.823, N5 1.649, H13 1.525
8 H -1.47 1.73 -1.72  C1 1.018
9 H 0.15 2.58 -0.60  C2 1.121
10 H -2.38 -0.58 -1.66  C3 1.123
11 H 1.75 -1.84 0.50  N6 1.075
12 H 1.07 -2.31 2.14  N6 1.026
13 H 1.97 0.62 -0.20  P7 1.525

Summary:
- HOMO-LUMO gap (alpha / beta) (eV) = 9.0 / 7.4
- lowest unoccupied orbital energy (alpha / beta) (eV) = 0.0 / -0.1

Results of the natural (NBO) charge analysis, in e, for atoms 1 through 4: C -0.277; C -0.456; C -0.057; N -0.216


If we sort the structures by their calculated energies, the order from most to least stable is version P, version R, version Q, version S.


Version P
Below is 2 unconnected molecules or ions with the total composition C5H10N, with properties calculated with the ωB97M-V functional and the def2-TZVPD basis.

Last columns: bonded neighbours and bond lengths (Å).
Cartesian coordinates (Å):
1 C 0.65 -0.32 -0.59  C2 1.554, C3 1.549, C4 1.568, H7 1.130
2 C -0.14 -1.16 0.45  C1 1.554, C3 1.452, N6 1.503
3 C -0.65 0.15 0.10  C1 1.549, C2 1.452, C5 1.447, N6 1.468
4 C 2.01 0.19 0.00  C1 1.568, H9 1.124, H10 1.145, H11 1.067
5 C -1.07 1.51 0.39  C3 1.447, H12 1.168, H13 1.099, H14 1.102
6 N -1.36 -1.02 -0.42  C2 1.503, C3 1.468, H15 1.066, H16 1.093
7 H 0.74 -0.62 -1.67  C1 1.130
8 H -0.03 -2.94 1.41  no bonds
9 H 1.98 0.06 1.11  C4 1.124
10 H 2.14 1.31 -0.25  C4 1.145
11 H 2.79 -0.29 -0.55  C4 1.067
12 H -2.10 1.70 0.92  C5 1.168
13 H -0.96 2.15 -0.50  C5 1.099
14 H -0.26 1.81 1.06  C5 1.102
15 H -1.42 -1.16 -1.47  N6 1.066
16 H -2.31 -1.36 0.01  N6 1.093

Summary:
- HOMO-LUMO gap (alpha / beta) (eV) = 9.1 / 8.6
- charge = +1
- lowest unoccupied orbital energy (alpha / beta) (eV) = -5.5 / -6.2

Results of the natural (NBO) charge analysis, in e, for atoms 1 through 4: C -0.230; C 0.104; C 0.110; C -0.629


Version Q
Below is a gas-phase ion, C5H10N (charge +1), with properties calculated with the ωB97M-V functional and the def2-TZVPD basis.

Last columns: bonded neighbours and bond lengths (Å).
Cartesian coordinates (Å):
1 C -0.38 1.10 -0.11  C2 1.278, C3 1.448
2 C -1.57 0.65 -0.18  C1 1.278, C4 1.494, H7 1.092
3 C 1.03 1.43 -0.02  C1 1.448, N6 1.452, H8 1.090, H9 1.093
4 C -2.21 -0.66 0.17  C2 1.494, H10 1.091, H11 1.085, H12 1.088
5 C 1.72 -1.00 -0.30  N6 1.437, H13 1.087, H14 1.095, H15 1.090
6 N 1.25 0.09 0.50  C3 1.452, C5 1.437, H16 1.008
7 H -2.28 1.39 -0.57  C2 1.092
8 H 1.51 1.61 -0.98  C3 1.090
9 H 1.29 2.23 0.68  C3 1.093
10 H -2.67 -0.57 1.16  C4 1.091
11 H -1.49 -1.47 0.20  C4 1.085
12 H -2.99 -0.89 -0.54  C4 1.088
13 H 1.47 -0.85 -1.34  C5 1.087
14 H 2.81 -1.09 -0.22  C5 1.095
15 H 1.28 -1.94 0.04  C5 1.090
16 H 1.23 -0.03 1.50  N6 1.008

Summary:
- HOMO-LUMO gap (eV) = 9.8
- charge = +1
- lowest unoccupied orbital energy (eV) = -4.9

Results of the natural (NBO) charge analysis, in e, for atoms 1 through 4: C 0.368; C -0.232; C -0.303; C -0.627


If we sort the structures by their calculated energies, the order from most to least stable is version Q, version P.